# 1
{"formula": "H28O14", "method": "ωB97M-V/def2-TZVPD", "symbols": ["O", "H", "H", "O", "H", "H", "O", "H", "H", "O", "H", "H", "O", "H", "H", "O", "H", "H", "O", "H", "H", "O", "H", "H", "O", "H", "H", "O", "H", "H", "O", "H", "H", "O", "H", "H", "O", "H", "H", "O", "H", "H"], "positions_angstrom": [[-0.22662, -35.11457, -5.18094], [-1.05471, -34.82295, -4.79954], [-0.48337, -35.70515, -5.88913], [-2.58708, -38.21113, -5.25211], [-3.20603, -38.83435, -4.87169], [-3.08786, -37.76007, -5.93181], [-0.87645, -38.48893, -4.20845], [-0.97586, -39.28284, -3.68303], [-1.68194, -38.43940, -4.72320], [-1.11352, -38.84872, -7.30402], [-1.79786, -39.18647, -6.72624], [-0.36651, -38.69339, -6.72603], [-2.22368, -34.55544, -8.26386], [-1.64755, -35.31935, -8.23660], [-1.69135, -33.86750, -8.66334], [-4.41286, -35.95952, -7.65864], [-4.09792, -36.72653, -7.18036], [-3.86255, -35.24047, -7.34820], [0.13533, -37.46908, -5.63661], [-0.38355, -37.59327, -4.84190], [0.36894, -38.35563, -5.91168], [-2.79102, -36.78313, -3.75241], [-2.51530, -37.25241, -4.53981], [-3.74282, -36.88305, -3.73443], [-3.86164, -37.49976, -6.72961], [-3.52163, -38.03782, -7.44454], [-4.77607, -37.76841, -6.64099], [-0.23484, -36.28068, -8.37687], [-0.02408, -36.74024, -9.18966], [-0.89266, -36.83198, -7.95311], [1.02746, -35.91390, -6.92104], [0.91366, -36.58915, -6.25222], [0.40263, -36.14814, -7.60730], [-1.59568, -36.33283, -6.32322], [-2.00338, -36.80227, -7.05098], [-1.02247, -36.97951, -5.91156], [-2.05624, -37.27884, -8.26563], [-2.43907, -37.21214, -9.14041], [-2.13252, -38.20602, -8.04035], [-3.07713, -34.69381, -6.45436], [-2.86129, -34.30399, -7.30152], [-2.34484, -35.28101, -6.26683]], "atomic_forces_ev_per_a": [[0.796, 2.146, 3.060], [-0.247, 0.235, 0.409], [1.616, 2.825, 0.346], [-4.222, -7.603, -4.240], [-0.399, -0.241, 0.599], [-0.376, 1.021, 0.024], [2.907, -5.550, 7.269], [0.518, 0.206, 0.889], [1.643, -0.953, 0.808], [1.142, -4.418, 0.438], [0.332, -0.731, 0.791], [-0.712, -0.249, -0.927], [3.165, 1.147, -7.562], [0.523, 0.464, -0.089], [0.348, 0.259, -0.333], [-6.182, 4.657, -7.690], [-1.910, 10.065, -4.844], [-0.820, 0.369, 0.662], [4.232, -2.236, -1.580], [1.656, 0.217, 2.545], [1.756, 0.253, 1.884], [-0.811, 3.072, 3.762], [-0.318, 2.763, 2.060], [-0.280, 0.484, 0.191], [0.025, -15.805, 5.606], [-0.349, -0.209, -0.741], [-1.144, -0.147, 0.584], [-4.524, -0.166, -10.648], [0.369, 0.016, -0.461], [1.240, -0.081, -0.517], [7.258, 2.134, 3.601], [1.889, 1.734, -0.441], [4.216, 1.123, 2.848], [-3.038, -2.270, -0.750], [-0.569, 1.201, 1.040], [0.205, -0.193, -0.515], [-7.042, -2.368, -5.949], [-0.488, 1.172, -0.642], [1.086, -0.386, -0.938], [-2.981, 3.281, 7.458], [-0.067, 1.573, 1.295], [-0.443, 1.192, 0.698]], "lowdin_charge": [-0.040, 0.050, -0.067, 0.067, 0.181, -0.116, 0.057, 0.127, -0.224, 0.034, 0.085, 0.055, 0.086, 0.051, 0.129, -0.060, -0.398, -0.112, -0.012, -0.057, 0.115, -0.003, -0.156, 0.049, 0.272, 0.149, 0.218, 0.120, 0.155, -0.039, -0.070, -0.082, -0.329, -0.089, -0.039, -0.047, -0.031, 0.175, 0.036, -0.033, -0.130, -0.076], "e_above_lowest_ev": 32.145, "fmax_ev_per_a": 16.77, "orbital_gap_ev": 6.0, "e_homo_ev": -7.672}

***

# 2
{"formula": "H28O14", "method": "ωB97M-V/def2-TZVPD", "symbols": ["O", "H", "H", "O", "H", "H", "O", "H", "H", "O", "H", "H", "O", "H", "H", "O", "H", "H", "O", "H", "H", "O", "H", "H", "O", "H", "H", "O", "H", "H", "O", "H", "H", "O", "H", "H", "O", "H", "H", "O", "H", "H"], "positions_angstrom": [[3.25628, 1.33198, -0.07337], [4.02924, 1.29256, 0.52206], [2.56003, 1.69298, 0.49836], [2.27423, -0.75728, 1.87744], [2.31195, -1.63956, 1.57062], [1.62546, -0.33744, 1.26227], [-0.97102, -2.21726, -0.80988], [-1.57417, -2.90136, -0.57141], [-0.57035, -2.44428, -1.69338], [0.59619, 2.46686, -1.52787], [-0.01081, 3.16438, -1.86836], [1.50855, 2.80155, -1.53402], [-2.28617, -1.09149, 1.54867], [-2.87128, -1.09773, 2.31106], [-2.47169, -1.88251, 1.02758], [1.81493, -3.13594, 0.62916], [1.58848, -4.03166, 0.54674], [1.03049, -2.62996, 0.30841], [-0.63380, -2.82946, 2.66846], [-1.02932, -2.10546, 2.18905], [-1.38864, -3.22011, 3.16620], [0.22624, 0.33759, 0.27658], [-0.21398, -0.48040, 0.00561], [0.25223, 0.81810, -0.54333], [2.13526, -0.78083, -1.49464], [1.39776, -0.42875, -2.01086], [2.23945, -0.02520, -0.90376], [1.38404, 2.45503, 1.47565], [0.71589, 1.92703, 1.06467], [1.11294, 3.29505, 1.16905], [-1.41791, 1.72824, 1.90241], [-1.65177, 1.54476, 2.81177], [-1.50516, 0.87376, 1.45434], [0.18407, 0.04590, -3.31921], [-0.61060, 0.19170, -2.86063], [0.31687, -0.89210, -3.42338], [-2.24741, 0.02243, -1.71652], [-2.16877, -0.78448, -1.27474], [-3.05308, 0.49512, -1.59352], [-1.96373, 3.39842, -0.81622], [-2.15798, 3.31525, -1.74130], [-1.76291, 2.51456, -0.50976]], "atomic_forces_ev_per_a": [[0.793, 0.282, -0.026], [-0.598, -0.251, -0.502], [0.035, 0.295, 0.373], [-0.803, 2.065, 0.107], [0.307, -1.617, -0.339], [0.872, -0.309, 0.798], [1.135, 0.648, -1.385], [-0.404, -1.203, -0.015], [-0.577, 0.132, 1.398], [-0.238, 0.602, -0.347], [0.941, -0.615, 0.614], [-0.376, -0.127, -0.138], [-0.216, 0.247, -0.577], [-0.216, -0.072, 0.019], [-0.329, 0.243, 0.275], [-0.454, 2.110, -0.479], [-0.489, -1.888, -0.008], [0.991, -0.629, 0.274], [-0.571, -1.453, 0.839], [0.130, 0.623, 0.039], [0.949, 0.359, -0.425], [-0.800, -0.944, 0.135], [0.165, -0.081, 0.293], [0.231, 0.923, -0.923], [-0.758, -0.154, -0.260], [0.272, -0.086, -0.457], [1.102, -0.099, 0.515], [0.949, -0.307, 0.642], [-0.985, -1.061, 0.220], [-0.160, 1.815, -0.258], [-0.522, -0.066, -0.291], [0.033, 0.128, 0.294], [0.276, 0.198, 0.148], [1.849, 0.146, -1.111], [-2.017, 0.160, 0.989], [-0.197, -0.410, -0.314], [1.109, 2.153, -1.880], [-0.256, -1.832, 1.350], [-0.928, -0.006, 0.445], [-0.055, 0.518, 0.333], [-0.331, -0.109, -0.684], [0.142, -0.324, 0.316]], "lowdin_charge": [-0.075, 0.074, -0.027, -0.059, -0.040, -0.006, -0.034, 0.055, 0.118, -0.052, 0.062, 0.072, -0.034, 0.087, 0.051, -0.039, 0.019, 0.025, -0.060, -0.045, 0.053, -0.070, 0.028, 0.006, -0.064, -0.031, -0.020, -0.013, -0.024, 0.043, -0.047, 0.045, -0.006, -0.018, -0.028, 0.044, -0.003, -0.035, 0.053, -0.034, 0.028, 0.000], "e_above_lowest_ev": 2.425, "fmax_ev_per_a": 3.07, "orbital_gap_ev": 8.4, "e_homo_ev": -9.288}

***

# 3
{"formula": "H28O14", "method": "ωB97M-V/def2-TZVPD", "symbols": ["H", "H", "H", "H", "H", "H", "H", "H", "H", "H", "H", "H", "H", "H", "H", "H", "H", "H", "H", "H", "H", "H", "H", "H", "H", "H", "H", "H", "O", "O", "O", "O", "O", "O", "O", "O", "O", "O", "O", "O", "O", "O"], "positions_angstrom": [[-0.15888, -0.04239, -0.12806], [-0.29464, -1.55276, -0.02604], [3.37643, -0.99832, -0.00922], [3.52255, 0.40390, -0.57709], [-1.78302, -1.67373, 2.77812], [-1.39445, -2.85080, 3.65764], [-5.18419, 2.13699, 1.29677], [-3.84473, 2.42100, 0.63704], [3.76189, 2.67888, -0.66231], [2.77233, 3.31443, 0.30044], [1.17557, 3.19256, 1.43823], [1.14697, 2.91032, 2.93140], [1.70711, 0.76893, -1.01421], [2.87416, 1.55902, -1.58323], [1.31722, -3.39450, 0.38759], [-0.10959, -3.15191, -0.07653], [3.53127, -1.92040, -3.35957], [2.47750, -2.78309, -2.68475], [-2.95084, -1.25866, -0.43539], [-3.67396, -0.88613, 0.84849], [-0.58524, -1.77473, -2.24657], [-1.70022, -2.48831, -1.49981], [2.86479, 0.62436, 2.41242], [3.95284, 0.03723, 3.29641], [-3.82531, 0.10965, -0.58509], [-4.47207, -1.05599, -1.31517], [-1.79955, 2.98717, -1.32184], [-2.20725, 2.66458, -2.75004], [-0.49236, -0.73812, 0.44964], [2.87514, -0.19470, -0.18782], [-1.61470, -1.91327, 3.69642], [-4.79416, 2.51683, 0.50141], [2.81770, 2.80934, -0.51921], [1.45955, 2.54699, 2.09518], [2.17069, 0.95190, -1.83920], [0.40093, -3.46794, 0.67744], [2.78884, -1.87303, -2.74675], [-2.79110, -1.00770, 0.48139], [-0.74993, -2.32913, -1.47553], [3.81695, 0.47990, 2.45109], [-3.90929, -0.28695, -1.45953], [-2.47497, 2.52857, -1.83417]], "atomic_forces_ev_per_a": [[0.005, -0.076, 0.150], [0.046, 0.844, 0.402], [-0.105, 0.034, 0.344], [-0.160, -0.770, 0.333], [0.210, 0.102, -0.198], [0.053, 0.140, -0.041], [-0.029, 0.113, -0.019], [-0.004, 0.072, -0.151], [0.211, 0.459, 0.322], [0.298, -0.147, 0.138], [-0.234, -0.196, 0.068], [0.026, -0.079, 0.009], [0.292, 0.140, -0.484], [-1.361, -0.383, -0.751], [-0.110, 0.031, 0.115], [0.255, -0.512, -0.021], [-0.076, 0.072, 0.010], [0.027, 0.009, -0.026], [0.455, 0.146, 0.215], [-0.113, -0.435, 0.293], [0.254, 0.104, 0.030], [0.070, -0.066, 0.015], [-0.065, 0.065, -0.323], [0.045, 0.066, -0.075], [-0.035, 0.672, -0.488], [-0.440, 0.260, -0.274], [-0.009, -0.040, -0.101], [-0.068, -0.081, 0.068], [1.391, 0.951, 0.456], [1.596, -1.869, 2.405], [-0.178, -0.162, 0.075], [0.039, -0.257, 0.207], [0.540, 1.575, 0.879], [-0.003, 0.298, 0.007], [-1.280, 1.133, -3.261], [0.223, -0.423, 0.220], [0.027, -0.346, -0.061], [-0.612, -0.704, 1.970], [-0.613, -0.719, -1.485], [0.168, -0.093, 0.446], [-0.904, -0.053, -1.524], [0.171, 0.126, 0.102]], "lowdin_charge": [0.035, -0.034, 0.061, 0.037, 0.003, 0.032, 0.035, 0.025, 0.072, 0.051, 0.031, 0.054, 0.011, -0.020, 0.040, -0.027, 0.039, 0.032, -0.008, 0.056, 0.100, 0.075, 0.009, 0.034, 0.015, 0.057, 0.033, 0.042, -0.079, -0.084, -0.066, -0.053, -0.046, -0.037, -0.122, -0.053, -0.052, -0.087, -0.035, -0.073, -0.057, -0.050], "e_above_lowest_ev": 6.227, "fmax_ev_per_a": 3.68, "orbital_gap_ev": 9.0, "e_homo_ev": -8.996}

***

# 4
{"formula": "H28O14", "method": "ωB97M-V/def2-TZVPD", "symbols": ["O", "H", "H", "O", "H", "H", "O", "H", "H", "O", "H", "H", "O", "H", "H", "O", "H", "H", "O", "H", "H", "O", "H", "H", "O", "H", "H", "O", "H", "H", "O", "H", "H", "O", "H", "H", "O", "H", "H", "O", "H", "H"], "positions_angstrom": [[-1.05994, -0.91510, 4.28620], [-1.06604, -0.80120, 3.32813], [-0.56012, -1.70067, 4.48235], [2.15333, -0.27621, -2.73860], [1.84248, 0.23490, -3.47693], [3.03054, -0.44687, -3.06570], [-3.34560, -1.29862, -0.51458], [-4.19207, -1.54383, -0.13086], [-2.66319, -1.56979, 0.11274], [0.90874, 2.84165, -3.24760], [0.34219, 2.22296, -2.74201], [1.20804, 3.56257, -2.66454], [2.17092, 1.41010, -0.54922], [2.19625, 0.83024, -1.32518], [1.89222, 0.84561, 0.16215], [1.14070, -1.63050, 2.67184], [1.60277, -1.75444, 3.45712], [1.56361, -0.84777, 2.30194], [-0.74292, 1.27080, -2.18795], [-1.02636, 0.98198, -3.06344], [-1.63261, 1.34220, -1.73852], [0.55468, -2.35231, -3.13187], [0.02376, -2.49502, -2.34449], [1.04458, -1.57701, -2.84073], [-1.40844, -2.08347, 1.45272], [-1.10204, -2.69060, 0.75658], [-0.52770, -1.92135, 1.75253], [0.16651, -0.46974, -0.31580], [-0.15079, 0.13797, -0.99112], [-0.34154, -0.23401, 0.51659], [-3.44248, 0.62089, 2.11847], [-2.52947, 0.56488, 2.03573], [-3.77989, -0.10930, 2.67578], [-0.62969, 1.23191, 1.93573], [-0.41282, 1.87714, 1.24725], [-0.49868, 1.58927, 2.80541], [2.60851, -1.90014, -0.12247], [1.83271, -1.35700, -0.35455], [3.34897, -1.40726, -0.50533], [0.15791, 3.20374, 0.20435], [0.56457, 2.69233, -0.51222], [0.75837, 3.92108, 0.26014]], "atomic_forces_ev_per_a": [[-0.632, 0.852, 0.270], [0.157, -0.282, 0.296], [0.157, -0.361, -0.240], [0.310, 0.348, 0.042], [-0.852, 0.855, -0.535], [0.946, -0.616, 0.210], [0.101, -0.037, -0.527], [0.137, 0.080, 0.128], [-0.252, 0.204, 0.248], [0.622, 0.376, -0.146], [0.472, 1.138, 0.096], [-0.302, -0.685, -0.344], [0.506, 0.867, -0.430], [0.000, 0.023, 0.001], [-0.299, -0.400, 0.419], [-0.884, 0.585, -2.194], [1.160, -0.607, 2.260], [-0.061, -0.070, -0.305], [-2.560, -0.620, 0.683], [0.143, -0.283, -0.274], [1.237, 0.159, -0.301], [-0.494, -0.042, 0.211], [-0.343, -0.453, -0.005], [0.470, -0.036, -0.240], [-0.321, -0.964, -1.036], [-0.815, -0.139, -0.144], [1.305, 0.661, 1.313], [-0.704, -0.164, 1.723], [-0.002, 0.076, -0.301], [0.721, -0.402, -1.287], [-3.487, -0.211, 0.645], [2.678, -0.324, -0.073], [0.700, 0.631, -0.505], [-0.235, -1.347, -0.601], [0.183, 0.734, 0.444], [0.138, 0.520, 0.413], [0.202, 0.547, -0.186], [-0.008, -0.322, 0.121], [-0.149, -0.280, 0.180], [-0.870, -0.861, -0.714], [0.149, -0.403, 0.155], [0.778, 1.252, 0.531]], "lowdin_charge": [-0.050, -0.020, 0.022, -0.019, 0.073, 0.093, -0.069, 0.036, -0.026, -0.083, -0.054, 0.045, -0.057, -0.009, 0.011, -0.009, 0.029, 0.058, -0.041, 0.105, 0.143, -0.063, 0.022, -0.046, -0.050, 0.080, -0.026, -0.081, -0.004, 0.051, -0.043, -0.071, 0.060, -0.044, 0.008, 0.065, -0.064, -0.028, 0.036, -0.031, 0.006, 0.047], "e_above_lowest_ev": 1.757, "fmax_ev_per_a": 3.55, "orbital_gap_ev": 10.5, "e_homo_ev": -10.600}

***

# 5
{"formula": "H2INS", "method": "ωB97M-V/def2-TZVPD", "symbols": ["N", "S", "I", "H", "H"], "positions_angstrom": [[0.54318, 0.60574, 0.80584], [-0.64627, 0.63260, -0.13837], [-0.21210, -2.09476, -0.98676], [0.54809, 0.26454, 1.72889], [-0.23290, 0.59188, -1.40961]], "atomic_forces_ev_per_a": [[0.905, 1.343, -2.576], [-0.650, -2.413, 1.769], [-0.625, 0.637, -0.040], [-0.852, -0.140, 1.245], [1.222, 0.573, -0.397]], "lowdin_charge": [-0.461, 0.615, 0.018, -0.011, -0.161], "e_above_lowest_ev": 2.462, "fmax_ev_per_a": 3.06, "orbital_gap_ev": [6.7, 6.7], "e_homo_ev": [-8.907, -8.907]}

***

# 6
{"formula": "H2KO", "method": "ωB97M-V/def2-TZVPD", "symbols": ["O", "H", "H", "K"], "positions_angstrom": [[1.59744, -2.79417, -0.56323], [2.02014, -3.67905, -0.48220], [0.67266, -2.93202, -0.25659], [0.32016, -0.61223, -0.11255]], "atomic_forces_ev_per_a": [[-0.863, -0.594, 0.543], [-0.339, 0.843, -0.118], [1.104, -0.898, -0.391], [0.097, 0.649, -0.034]], "lowdin_charge": [-0.158, 0.095, 0.006, 1.057], "e_above_lowest_ev": 0.489, "total_charge": 1, "fmax_ev_per_a": 1.48, "orbital_gap_ev": 12.4, "e_homo_ev": -16.923}

***

# 7
{"formula": "H2N2", "method": "ωB97M-V/def2-TZVPD", "symbols": ["H", "N", "N", "H"], "positions_angstrom": [[1.02575, 0.49637, -0.05471], [0.64293, -0.47677, 0.01290], [-0.60293, -0.48471, -0.01349], [-1.06576, 0.46512, 0.05530]], "atomic_forces_ev_per_a": [[-0.125, -0.366, 0.407], [-1.147, 0.728, -0.667], [0.553, 0.158, 0.676], [0.719, -0.520, -0.416]], "lowdin_charge": [0.047, -0.046, -0.056, 0.055], "e_above_lowest_ev": 0.062, "fmax_ev_per_a": 1.51, "orbital_gap_ev": 10.4, "e_homo_ev": -9.662, "smiles": "[H]/N=N\\[H]"}

***

# 8
{"formula": "H2N2O2", "method": "ωB97M-V/def2-TZVPD", "symbols": ["N", "N", "O", "O", "H", "H"], "positions_angstrom": [[-0.67796, 1.28450, 0.21348], [0.91114, -1.44297, 0.24364], [0.37530, -2.42435, -0.09029], [0.65572, -0.21434, 0.33180], [-1.20658, 0.81664, -0.51410], [-0.05763, 1.98052, -0.18453]], "atomic_forces_ev_per_a": [[-2.107, 2.083, 0.901], [0.909, 3.838, 0.905], [-0.856, 0.011, -0.305], [1.863, -6.113, -0.493], [0.115, 0.147, -0.488], [0.075, 0.033, -0.520]], "lowdin_charge": [0.066, -0.131, 0.134, -0.045, -0.012, -0.013], "e_above_lowest_ev": 1.624, "fmax_ev_per_a": 6.41, "orbital_gap_ev": [9.1, 8.3], "e_homo_ev": [-9.155, -10.387], "multiplicity": 3}